Record 1
17
Properties=species:S:1:pos:R:3:mulliken_charge:R:1 method="wB97M-V/def2-TZVPD" total_charge=0 smiles="CC(=O)NCCN" energy_ev=-9337.450 relative_energy_kj_mol=148.35
C -0.6400 -0.1249 2.1155 -0.787
H 1.5491 1.4005 -1.9700 0.250
H -0.2034 -0.4806 3.0508 0.376
H -1.6493 1.4831 2.9704 0.222
H 1.2632 0.1886 1.2031 0.274
C 0.3670 -0.4241 1.0022 -0.433
H 0.7586 -1.4226 1.2135 0.260
N -0.2688 -0.1077 -0.2449 -0.059
H 2.1004 0.2944 -0.8076 0.284
H -1.5674 -0.6694 1.9666 0.381
H -0.2289 1.8687 2.1884 0.197
H -1.2642 0.0520 -0.2534 0.258
N -1.0664 1.3014 2.1670 -0.520
C 1.5918 0.3226 -1.7828 -0.870
H 2.1370 -0.0855 -2.6202 0.303
C 0.2566 -0.3780 -1.4988 0.439
O -0.3739 -0.8685 -2.4068 -0.575

---

Record 2
83
Properties=species:S:1:pos:R:3:mulliken_charge:R:1 method="wB97M-V/def2-TZVPD" total_charge=-1 energy_ev=-102061.553 relative_energy_kj_mol=127.14
H 4.0094 0.6100 -6.7972 0.373
H -0.0708 -2.3625 2.5620 0.415
Sb -2.8377 1.6756 2.2336 1.980
C -1.1313 1.8922 -2.3339 0.944
H -1.2737 2.9587 -4.2692 0.519
C 3.8506 -2.1348 -1.0631 -1.668
C 1.4028 6.5475 -0.5164 -1.111
H -3.1890 -2.9778 -3.1024 0.442
H -1.2357 -1.0765 2.8587 0.341
H 3.7136 -0.6444 -8.0145 0.335
H -2.6144 -4.8829 -1.0655 0.428
H 4.9278 -0.8954 -6.7620 0.235
F -4.1820 1.9387 3.5175 -0.541
C -0.3152 -1.3245 2.3372 -0.546
H 2.5812 -1.7415 1.9827 0.193
H 2.3884 -3.0580 -6.9404 0.419
C 0.7711 -0.4302 2.8887 0.251
H -0.5251 5.5800 2.8635 0.268
C 2.2583 -2.3071 -6.1792 -1.283
B 1.0200 -0.8753 -3.0152 0.183
F -3.2302 -0.1835 2.1158 -0.587
H -1.4717 -1.1971 -4.2874 0.548
H 4.7449 -2.7090 -0.8963 0.485
C -1.4449 -3.2126 -1.7202 0.853
H -1.4804 -1.0134 0.6736 0.418
H -1.7261 7.2318 -0.1131 0.378
C 2.9041 -1.0561 -6.0717 0.773
H 3.8443 -0.5424 1.7009 0.104
F -2.3551 3.4890 2.2038 -0.559
N 2.1377 -1.1370 -2.0057 0.438
C -2.1846 -2.7199 -2.8120 -1.374
C 3.2069 -1.9013 -2.2510 -0.167
N 1.5507 -1.1923 -4.4156 0.504
F -1.4637 1.2728 0.8979 0.598
H 1.8085 2.3710 2.8103 0.355
F -1.5575 1.3077 3.5593 -0.562
H 1.3314 6.2848 -1.5740 0.293
C -1.8648 -4.1958 -0.6742 -1.418
C 2.2287 1.4240 2.4583 -0.692
C -1.5944 6.1489 -0.1832 -0.949
N -0.4918 -1.1034 0.8912 -0.445
O 1.2391 -0.6320 3.9933 -0.734
H -2.8549 3.1006 -2.2134 0.467
H -2.3894 5.6650 0.3881 0.260
O 4.3057 1.9826 1.3796 -0.767
H -2.8264 1.7880 -1.0314 0.160
H -1.0076 -4.7750 -0.3321 0.339
N 0.4938 0.5762 -2.9434 0.431
H 1.2912 7.6311 -0.4253 0.301
C 0.2117 1.3509 -3.9988 -0.408
H 4.1962 -2.2486 1.5154 0.484
N -0.3191 0.9184 -1.8914 0.093
H 2.4014 6.2711 -0.1733 0.329
N 2.0621 -0.8393 -0.6788 0.572
N -0.1777 -1.8115 -2.7326 2.058
Ti 0.6108 0.6451 0.1258 -1.814
H 0.0181 7.2069 2.4134 0.329
H -0.1254 -1.8762 0.3321 0.285
O 2.4994 1.5953 0.1268 -0.397
C 0.3182 3.8564 0.3460 -0.220
C 1.4117 -2.3512 -5.0991 -0.091
C -1.3366 -1.8251 -3.4204 -0.428
N 2.4786 -0.3998 -5.0054 -1.353
N 1.1668 0.5384 2.0096 1.013
H 2.8003 0.9790 3.2707 0.502
N -0.2399 -2.6577 -1.6799 -1.335
C 3.4327 -1.4873 1.3582 -1.176
C 0.4834 2.6530 0.2577 1.373
H 0.7289 -3.1146 -4.7650 0.456
H -2.3025 -3.6947 0.1929 0.186
C -0.8075 2.2074 -3.6558 -1.562
H -1.8033 3.1970 -0.7872 -0.325
C 3.1006 -1.4637 -0.0957 0.832
H -1.7072 5.8625 -1.2315 0.262
F -4.0514 1.9698 0.8240 -0.567
H 0.7507 1.2162 -4.9201 0.625
H 1.2011 5.9149 2.6759 0.315
C 3.1307 1.6943 1.2594 0.448
C -2.2162 2.5283 -1.5411 -1.073
C 3.9457 -0.4637 -6.9644 -1.314
Si 0.0884 5.6541 0.4772 -0.095
C 0.2088 6.1390 2.2797 -1.006
H 3.4280 -2.2325 -3.2511 0.370

---

Record 3
36
Properties=species:S:1:pos:R:3:mulliken_charge:R:1 method="wB97M-V/def2-TZVPD" total_charge=0 smiles="C[C@H](NC(=O)COc1ccccc1Cl)c1ccccc1" energy_ev=-34959.501 relative_energy_kj_mol=61.97
C 2.9678 -0.8981 -3.7561 -0.565
C 1.6966 -0.1647 -1.8469 0.642
Cl -1.9611 2.5896 1.1867 -0.182
C -1.6183 0.3377 4.4455 -0.498
C 1.9027 -1.4057 -1.2560 -0.248
H 1.8070 0.5999 0.8160 0.303
H 0.7275 1.7471 -1.8156 0.495
N -0.4025 0.4227 -0.7571 0.217
H 2.6275 1.8044 -0.1821 0.407
O -2.5746 -0.5462 0.4965 -0.512
C 1.6565 1.4103 0.1056 -1.354
H -3.2333 -0.3146 -1.3683 0.358
C -2.8068 0.3259 -0.5885 -0.697
H -1.3712 0.5257 5.4782 0.382
H 3.7362 -2.8949 -3.6701 0.379
C -2.2627 -0.1158 1.7520 0.067
C -2.2130 -1.1607 2.6834 -0.573
H -1.4412 2.3880 3.8656 0.418
O -1.6238 1.9017 -1.9618 -0.671
C -1.5490 0.9840 -1.1744 0.511
H 3.3818 -0.6954 -4.7328 0.380
H 1.4957 -1.6157 -0.2765 0.282
C 3.1667 -2.1316 -3.1609 -0.417
C 2.6308 -2.3835 -1.9096 -0.738
H -1.8722 -1.7786 4.6927 0.380
H -0.4461 -0.3661 -0.1302 0.247
H 2.7817 -3.3447 -1.4399 0.369
C -1.6583 1.3815 3.5444 -0.543
H -2.4381 -2.1501 2.3166 0.399
H 2.0759 1.0373 -3.5730 0.361
C 0.9096 0.9099 -1.1336 -0.336
H 1.0863 2.1983 0.5912 0.359
C -1.9733 1.1719 2.2064 0.902
H -3.5418 1.0999 -0.3502 0.415
C -1.8978 -0.9466 4.0063 -0.475
C 2.2348 0.0776 -3.1032 -0.466

---

no.,HOMO level (hartree)
1,-0.3428
2,-0.2280
3,-0.3269